58
Properties=species:S:1:pos:R:3:forces:R:3 method="wB97M-V/def2-TZVPD" orbital_gap_ev="1.4651 / 2.1690" multiplicity=2 charge=-2 homo_ev="1.62 / 0.89" largest_force_ev_per_a=8.94 lumo_ha="0.113 / 0.112"
Cs -0.6168 -0.4382 0.2553 -0.42 0.50 0.16
C 4.8688 -0.6991 -3.0831 -0.25 0.14 -0.84
C 3.4892 -0.5721 -3.2408 1.66 -0.24 0.90
C 2.6388 -0.7442 -2.1448 2.76 -0.61 0.62
C 3.1600 -1.0360 -0.8831 -0.51 -1.05 1.22
C 4.5507 -1.1633 -0.7383 0.82 0.59 -0.37
C 5.4025 -0.9943 -1.8306 -0.44 -0.16 1.00
N 2.3002 -1.3504 0.1822 0.58 -1.81 -3.76
N 2.3855 -0.5178 1.1194 1.06 1.72 2.85
C 2.0071 -1.0926 2.3624 -0.44 -0.28 2.30
C 2.9560 -1.8287 3.0875 0.00 -0.05 -0.26
C 2.6692 -2.3129 4.3676 -0.09 0.08 -0.10
C 1.4261 -2.0621 4.9462 0.00 -0.15 0.27
C 0.4717 -1.3256 4.2483 1.18 -0.24 -0.61
C 0.7665 -0.8367 2.9757 -0.84 1.13 -0.76
H 5.5295 -0.5829 -3.9399 -0.09 0.03 0.04
H 3.0736 -0.3565 -4.2211 0.60 0.16 0.12
H 1.5624 -0.6757 -2.2777 2.60 -1.00 5.68
H 4.9665 -1.4241 0.2308 -0.20 0.09 -0.01
H 6.4757 -1.1095 -1.7052 -0.05 -0.05 0.00
H 3.9367 -2.0088 2.6550 0.15 -0.08 -0.03
H 3.4215 -2.8750 4.9155 0.01 0.00 -0.02
H 1.2044 -2.4342 5.9433 0.08 -0.12 0.20
H -0.4982 -1.1184 4.6903 -0.15 -0.06 0.16
O -0.0377 -0.6540 -2.5606 -0.39 0.10 -1.17
S 1.0415 -0.4493 -3.5833 -5.56 2.15 -6.66
C 1.1207 -1.9694 -4.5985 -0.20 -0.39 -0.18
C 0.2089 -1.7522 -5.7913 -0.07 -0.17 -0.19
C 0.4472 -0.3147 -6.2177 -0.19 0.15 -0.37
C 0.3035 0.5158 -4.9552 -1.13 -0.19 -0.36
H 0.8290 -2.8341 -3.9971 0.11 0.28 0.19
H 2.1612 -2.0889 -4.9169 -0.12 -0.05 0.06
H -0.8400 -1.8915 -5.5024 0.15 0.07 0.02
H 0.4315 -2.4578 -6.5974 -0.04 -0.05 -0.02
H -0.2613 0.0051 -6.9879 0.08 0.01 -0.08
H 1.4581 -0.2076 -6.6298 -0.04 -0.07 -0.01
H -0.7510 0.6856 -4.7150 0.07 0.03 -0.01
H 0.8126 1.4798 -5.0323 0.03 -0.11 0.22
O -4.3945 0.2173 3.6240 -2.52 0.87 2.20
C -3.5118 0.8651 3.0866 3.87 -4.94 -4.55
O -2.7025 0.2375 2.2044 -2.51 4.43 3.45
C -3.2929 2.3336 3.4295 2.32 -0.77 -1.34
N -4.2691 2.8533 4.4286 -0.58 0.08 1.29
C -4.7514 4.1194 3.8750 -0.86 2.39 -0.02
C -4.7851 3.8701 2.3803 -0.62 -0.16 -0.49
C -3.4216 3.2445 2.1960 0.79 0.84 -0.33
H -2.2524 2.4164 3.8164 -0.81 -0.14 0.09
H -3.8521 2.9746 5.3802 -0.48 -0.40 -1.09
H -5.1136 2.2393 4.5028 1.14 -0.67 -0.15
H -4.0155 4.9273 4.1022 -0.48 -0.62 -0.08
H -5.7382 4.4216 4.2918 0.66 -0.38 0.01
H -4.9521 4.7839 1.7686 0.06 -0.60 0.54
H -5.5756 3.1206 2.1543 0.32 0.49 -0.01
H -2.6869 4.0755 2.3117 -0.25 -0.51 -0.25
H -3.2302 2.7675 1.2116 -0.21 -0.19 0.83
S -1.9862 -4.8218 0.3096 -1.71 -5.44 0.11
C -1.5538 -3.4375 0.2925 1.62 5.08 -0.10
H -2.9862 0.2840 -1.1954 -0.49 0.34 -0.31


53
Properties=species:S:1:pos:R:3:forces:R:3 method="wB97M-V/def2-TZVPD" orbital_gap_ev=5.5276 charge=+1 homo_ev=-11.30 largest_force_ev_per_a=1.14 lumo_ha=-0.212
C 1.9445 -1.6084 2.3725 -0.38 0.40 -0.13
Si 1.3589 0.1409 2.6496 0.86 -0.19 0.56
C 1.0301 0.3937 4.4719 -0.25 0.04 -0.61
C 2.7122 1.3121 2.1136 -0.60 -0.20 -0.09
O -0.0272 0.3753 1.7145 -0.88 0.09 0.52
C -1.2100 0.7992 2.3095 0.12 1.13 -0.09
C -1.5075 2.1019 2.4222 0.42 -0.76 -0.31
C -2.1576 -0.1961 2.8018 0.35 -0.35 -0.26
C -1.9897 -1.4865 2.5764 -0.16 -0.33 -0.01
H 2.8518 -1.8027 2.9377 0.12 -0.04 0.04
H 1.1741 -2.3054 2.6879 -0.04 -0.25 0.04
H 2.1439 -1.7560 1.3152 0.12 -0.20 -0.18
H 1.9338 0.1951 5.0410 0.13 -0.04 0.04
H 0.7179 1.4167 4.6558 -0.07 0.16 0.18
H 0.2489 -0.2811 4.8059 -0.16 -0.08 0.21
H 3.6147 1.1371 2.6930 0.10 -0.04 0.08
H 2.9353 1.1592 1.0625 0.15 0.09 -0.22
H 2.3939 2.3390 2.2623 0.06 0.25 -0.02
H -2.4284 2.4189 2.8670 -0.29 0.04 0.18
H -0.8306 2.8442 2.0590 0.30 0.39 -0.14
H -3.0085 0.1538 3.3635 -0.09 0.22 0.06
H -2.6786 -2.2260 2.9361 -0.22 -0.19 0.13
H -1.1441 -1.8302 2.0151 0.36 -0.18 -0.17
C 1.9368 -0.1088 -3.7535 0.51 -0.33 0.05
C 0.5992 0.0602 -3.1459 0.52 0.04 -0.30
C -0.2941 0.9290 -3.7634 -0.75 0.28 0.29
F 0.0724 1.5967 -4.8820 -0.22 -0.53 0.70
C -1.5475 1.1172 -3.2414 0.27 0.31 -0.86
C -1.9752 0.4787 -2.0613 -0.08 -0.08 0.01
C -3.2440 0.6530 -1.4480 0.27 0.39 -0.52
C -4.3322 1.5075 -1.7684 -0.07 0.08 0.03
C -4.3532 2.4368 -2.8260 0.02 0.64 -0.55
C -5.4428 3.2268 -3.0868 0.58 -0.47 0.02
F -5.4130 4.0834 -4.1341 -0.05 -0.52 0.76
C -6.5745 3.1483 -2.2821 -0.37 0.40 -0.31
C -7.7217 4.0239 -2.6067 -0.54 0.18 0.22
C -6.5750 2.2579 -1.2153 0.19 -0.11 0.01
C -5.4896 1.4549 -0.9623 0.19 -0.21 0.12
C -1.0522 -0.4039 -1.4600 -0.25 -0.03 0.28
C 0.1965 -0.6056 -1.9944 -0.18 0.08 0.02
H 2.5426 -0.8289 -3.2071 -0.05 0.01 0.03
H 1.8482 -0.4514 -4.7843 0.00 0.07 -0.07
H 2.4689 0.8419 -3.7695 0.00 0.07 -0.08
H -2.1906 1.7345 -3.8234 -0.12 0.20 -0.17
H -3.4038 0.0366 -0.5768 -0.01 -0.15 0.25
H -3.5094 2.6121 -3.4505 0.20 0.07 -0.21
H -8.5368 3.9046 -1.8955 0.04 -0.04 0.01
H -7.4178 5.0708 -2.6030 0.03 0.03 -0.09
H -8.1023 3.7970 -3.6023 0.03 0.05 -0.09
H -7.4419 2.2033 -0.5808 -0.18 0.00 0.10
H -5.5073 0.7737 -0.1290 -0.05 -0.17 0.18
H -1.3397 -0.9154 -0.5574 -0.01 -0.10 0.24
H 0.8792 -1.2861 -1.5171 0.16 -0.11 0.09


75
Properties=species:S:1:pos:R:3:forces:R:3 method="wB97M-V/def2-TZVPD" orbital_gap_ev=10.4171 charge=+1 homo_ev=-13.04 largest_force_ev_per_a=3.76 lumo_ha=-0.096
Mg -0.1196 -3.7770 0.8135 0.19 0.70 1.01
C -1.5361 0.3201 1.2877 0.86 -0.96 -0.03
F -1.6234 1.5811 0.9741 -0.08 0.70 -0.29
F -1.0705 0.2154 2.5310 0.15 -0.11 0.41
F -2.7270 -0.2423 1.2492 -0.62 -0.32 -0.22
S -0.3256 -0.5290 0.1369 3.22 1.30 -1.44
O 1.0107 -0.0758 0.5230 -1.11 -0.22 1.03
O -0.4403 -1.9750 0.2986 -1.28 0.55 -0.06
O -0.6081 -0.0498 -1.1948 -1.35 -0.34 0.05
C 0.5558 -0.8690 -4.2432 -0.48 0.07 0.45
C 1.5771 -0.2028 -3.3144 -0.16 -1.23 -0.58
O 2.6331 0.1128 -4.1949 -0.37 0.63 1.30
C 2.4463 -0.4643 -5.3996 -0.03 0.00 -0.91
O 3.2054 -0.3793 -6.2967 0.38 -0.09 -0.16
O 1.2681 -1.1006 -5.4462 -0.30 0.13 0.05
F 2.0431 -1.1657 -2.4356 -0.14 -0.35 -0.12
H -0.3214 -0.2330 -4.3773 0.15 0.04 -0.35
H 0.2167 -1.8393 -3.8840 0.10 0.15 0.34
H 1.2317 0.6182 -2.6918 0.11 0.20 -0.36
C 3.7056 0.3192 -1.1422 -0.49 0.33 -1.04
C 4.7892 1.2298 -0.6051 0.69 -0.86 0.35
O 5.6696 0.3053 0.0396 0.00 0.82 0.04
C 5.2771 -0.9580 -0.1508 0.50 -0.30 0.25
O 5.8658 -1.8963 0.2904 -0.31 -0.27 -0.10
O 4.1746 -1.0190 -0.9054 -0.35 0.30 0.40
F 4.2921 2.0741 0.3377 0.08 0.03 -0.16
H 3.5250 0.3819 -2.2147 0.66 0.42 0.34
H 2.7543 0.5398 -0.6538 0.17 -0.40 0.33
H 5.4043 1.7745 -1.3199 -0.32 0.27 0.03
C -0.9319 6.0784 2.2285 0.07 0.23 -0.53
C -1.4692 5.5546 0.8780 1.51 -0.67 0.54
O -2.8370 5.6158 0.9781 0.43 0.42 -0.36
C -3.1902 6.2431 2.1529 -1.07 -0.23 -0.47
O -4.3120 6.5335 2.3841 0.34 0.01 0.37
O -2.1192 6.4327 2.9225 0.33 0.05 0.61
F -1.0808 4.2203 0.7225 -0.28 0.21 0.11
H -0.2971 6.9602 2.1276 -0.22 0.07 -0.15
H -0.3308 5.3334 2.7501 -0.41 -0.20 0.10
H -0.9980 6.0570 0.0330 -0.68 0.15 -0.22
C -4.0781 -2.7938 2.9862 0.83 0.92 0.41
C -2.8860 -3.3294 2.3370 -0.95 -0.32 0.11
N -1.9506 -3.7694 1.8519 0.17 -0.16 0.09
H -4.6118 -2.0997 2.3421 -0.07 -0.21 -0.25
H -3.6652 -2.1562 3.7780 -0.31 -0.08 0.14
H -4.7353 -3.5340 3.4286 0.12 -0.24 -0.18
C -2.5515 -5.2375 -2.8031 -0.99 -0.17 -0.50
C -1.7497 -4.8728 -1.6657 0.09 -0.01 -0.31
N -1.1211 -4.5787 -0.7607 0.07 -0.41 -0.28
H -2.8671 -4.3729 -3.3885 0.28 0.19 0.17
H -3.4800 -5.6935 -2.4503 0.13 -0.09 0.09
H -2.0716 -5.9391 -3.4824 0.28 -0.01 0.23
C 2.7990 -1.2174 2.8765 0.58 -0.73 0.05
C 1.6828 -2.1446 2.7476 0.12 0.46 0.02
N 0.8150 -2.8853 2.6397 0.13 -0.36 -0.18
H 2.4979 -0.2570 3.2784 -0.08 0.02 -0.04
H 3.3117 -1.1121 1.9212 -0.44 0.19 -0.21
H 3.5537 -1.7043 3.5000 -0.18 0.20 0.32
C -2.5877 2.5066 -2.0925 -0.14 -0.23 -0.21
C -3.9446 3.0153 -1.9272 0.04 -0.13 -0.05
N -5.0020 3.4451 -1.8202 -0.10 -0.01 0.05
H -1.9369 3.0147 -1.3848 0.20 -0.02 -0.17
H -2.2870 2.6477 -3.1309 0.18 0.35 0.10
H -2.5221 1.4310 -1.9336 -0.16 0.04 0.30
C 3.8142 -4.1148 -1.5744 0.84 0.77 0.62
C 2.6938 -3.9758 -0.6605 0.49 0.07 -1.20
N 1.7898 -3.7854 0.0062 -0.44 -0.59 0.35
H 4.7064 -4.0624 -0.9398 0.08 -0.41 -0.11
H 3.9200 -3.2039 -2.1656 -0.46 -0.02 -0.11
H 3.8118 -4.9897 -2.2141 -0.24 -0.17 0.22
C -2.4358 2.6699 4.2650 0.48 0.27 -0.06
C -3.5370 1.7132 4.3043 0.09 0.39 -0.45
N -4.3376 0.8948 4.2400 -0.05 -0.15 0.12
H -2.4200 3.3735 5.0950 -0.08 -0.38 0.32
H -2.4024 3.3156 3.3862 -0.53 -0.35 -0.27
H -1.5223 2.0773 4.2218 0.12 0.16 0.30


59
Properties=species:S:1:pos:R:3:forces:R:3 method="wB97M-V/def2-TZVPD" orbital_gap_ev=5.7856 charge=-1 homo_ev=-3.24 largest_force_ev_per_a=4.09 lumo_ha=0.094
C -4.4651 0.7163 2.0900 -0.37 0.13 0.08
C -3.4757 -0.3380 2.5037 0.37 0.42 0.23
O -2.2923 0.3440 2.9663 -1.03 -0.83 -0.43
C -1.3569 -0.5283 3.4318 3.06 1.28 0.42
C -0.0919 0.2114 3.7588 0.19 -2.61 -3.14
F -0.0697 1.4639 3.1906 -0.17 1.22 0.07
C 1.1658 -0.5416 3.4005 -2.81 0.25 0.43
O 1.2824 -1.7433 3.5407 0.83 0.28 -0.12
O 2.0988 0.2872 2.8868 0.96 -0.70 -0.16
C 3.3665 -0.3741 2.6633 -0.57 0.34 0.04
C 4.3312 0.7110 2.2599 0.22 0.10 0.23
O -1.5306 -1.7142 3.6261 -0.84 -0.07 -0.08
H -5.3604 0.2215 1.7075 -0.06 0.06 -0.06
H -4.7633 1.3270 2.9483 0.10 -0.01 -0.11
H -4.0710 1.3707 1.3088 0.04 -0.07 0.10
H -3.8700 -0.9522 3.3255 0.08 -0.03 -0.37
H -3.2094 -0.9670 1.6433 -0.06 -0.09 0.34
H 3.6641 -0.8778 3.6010 -0.09 0.07 -0.58
H 3.2510 -1.0876 1.8363 -0.01 -0.12 0.39
H 5.2786 0.2554 1.9630 0.04 0.10 -0.06
H 3.9353 1.3071 1.4307 0.06 -0.14 0.12
H 4.5171 1.3689 3.1130 0.00 0.06 -0.14
C -7.0216 1.6701 7.5742 0.51 -0.31 0.09
N -5.9182 0.8831 8.0882 -1.21 -0.39 0.03
C -6.1942 0.2637 9.3748 0.41 0.38 -0.52
C -4.6263 0.8537 7.5608 1.49 -0.31 -0.57
C -3.5736 1.4733 8.2748 -0.60 0.22 -0.41
C -2.2794 1.4138 7.8099 0.73 -0.62 -0.57
C -1.8999 0.5191 6.7624 -1.18 0.11 0.79
C -0.5015 0.3662 6.3635 0.30 0.74 2.49
C 0.5271 0.3935 7.2490 -0.18 -1.08 0.61
C 1.9268 0.2745 6.7560 -0.14 -0.25 -1.49
O 2.2361 0.0842 5.6026 0.12 0.37 1.43
O 2.9111 0.3158 7.6986 -0.21 0.60 1.04
C 2.5216 0.8995 8.9672 0.08 -0.71 -0.02
C 3.6856 0.6713 9.9303 -0.23 -0.19 -0.31
C 2.1943 2.3775 8.8189 -0.06 0.20 -0.04
O 1.4052 0.1530 9.5096 0.47 0.51 -0.37
C 0.3260 0.0084 8.6821 -1.17 -0.22 0.22
O -0.6933 -0.4773 9.1315 1.36 0.39 -0.11
C -2.9468 -0.2121 6.1552 0.40 0.51 -0.39
C -4.2873 0.0809 6.4099 -0.14 0.34 1.52
H -6.7958 2.0891 6.5859 -0.02 -0.21 0.24
H -7.9200 1.0324 7.5220 0.07 0.29 -0.15
H -7.2290 2.4974 8.2657 -0.21 0.18 -0.09
H -5.3745 -0.4127 9.6415 -0.24 0.11 -0.04
H -6.2952 1.0276 10.1571 -0.07 -0.10 0.22
H -7.1386 -0.2944 9.3086 0.13 -0.02 0.13
H -3.8071 2.0488 9.1809 0.06 -0.20 -0.46
H -1.5006 1.9982 8.3032 -0.19 -0.18 -0.10
H -0.2039 0.3076 5.2753 -0.24 0.08 -0.35
H 3.8855 -0.4032 9.9900 -0.05 0.20 0.02
H 4.5796 1.1744 9.5491 -0.17 -0.03 0.09
H 3.4313 1.0496 10.9270 0.04 -0.05 -0.26
H 1.3717 2.5553 8.1136 0.25 -0.08 0.20
H 1.9049 2.7765 9.8012 0.14 -0.07 -0.28
H 3.0900 2.8976 8.4490 -0.29 -0.11 0.16
H -2.6785 -1.0415 5.4989 -0.16 0.45 -0.20
H -5.1035 -0.3554 5.8335 0.28 -0.21 0.21